*one*
ORCA calculation (ωB97M-V/def2-TZVPD) on a cluster of 2 separate species, C6H11N in total.

Geometry as XYZ:
```
18
Properties=species:S:1:pos:R:3:mulliken_charge:R:1
C 1.689 -0.171 0.793 -0.7226
C 0.603 -1.075 0.109 -0.6943
C -0.301 -0.246 -0.852 0.0607
C -0.365 1.230 -0.566 -1.0357
C -1.457 0.377 -0.045 -0.0225
C -2.689 -0.104 0.203 -0.3271
N 2.502 0.662 -0.124 -0.6825
H 1.051 0.569 1.287 0.4533
H 2.304 -0.856 1.378 0.3640
H 1.094 -1.917 -0.389 0.4130
H -0.092 -1.401 0.882 0.3325
H -0.632 -0.531 -1.855 0.4425
H -0.612 1.938 -1.357 0.1592
H -1.338 0.864 1.452 0.1356
H -3.271 0.334 0.997 0.2977
H -3.236 -0.746 -0.482 0.2699
H 1.784 1.089 -0.704 0.3123
H 2.966 -0.017 -0.728 0.2441
```

For the gap between HOMO and LUMO, the calculation gives 5.61 eV. The LUMO energy is -1.40 eV. The HOMO energy is -7.01 eV.

---

*two*
ORCA calculation (ωB97M-V/def2-TZVPD) on a cluster of 2 separate species, C6H11N in total.

Geometry as XYZ:
```
18
Properties=species:S:1:pos:R:3:mulliken_charge:R:1
C 3.183 0.069 0.702 -1.0421
C 1.982 -0.545 1.376 -0.3629
C 0.866 0.101 1.624 0.4550
N -0.155 0.720 1.918 -0.6313
H 3.529 -0.557 -0.128 0.2841
H 2.954 1.063 0.305 0.3057
H 4.017 0.174 1.406 0.3396
H 2.031 -1.580 1.702 0.3263
H -0.864 0.654 1.182 0.3464
C -0.620 -0.387 -1.292 -0.7080
C -1.643 0.445 -1.107 -0.1083
C -3.082 0.031 -0.998 -0.9593
H -0.770 -1.463 -1.374 0.2045
H 0.404 -0.031 -1.364 0.3164
H -1.444 1.516 -1.037 0.3889
H -3.527 0.383 -0.060 0.2579
H -3.673 0.465 -1.813 0.2931
H -3.186 -1.058 -1.041 0.2943
```

Its SMILES is CC=C=N.C=CC. For the gap between HOMO and LUMO, the calculation gives 9.66 eV. The LUMO energy is 1.02 eV. The HOMO energy is -8.64 eV.

---

Which structure is the most stable? The one labeled *two*.

---

*one*
ORCA calculation (ωB97M-V/def2-TZVPD) on a cluster of 2 separate species, C6H11N in total.

Geometry as XYZ:
```
18
Properties=species:S:1:pos:R:3:mulliken_charge:R:1
C -2.505 -0.099 0.583 -0.8029
C -1.309 -0.642 0.778 -0.5371
C 0.031 0.059 0.703 0.8321
C -0.082 1.470 0.289 -0.0508
N -0.164 2.574 -0.044 -0.4675
C 1.028 -0.698 -0.200 -0.4462
C 2.442 -0.129 -0.125 -1.1780
H -3.400 -0.705 0.707 0.2498
H -2.635 0.950 0.320 0.2883
H -1.219 -1.697 1.039 0.2802
H 0.443 0.069 1.723 0.2491
H 1.031 -1.747 0.122 0.3644
H 0.659 -0.678 -1.233 0.2248
H 2.823 -0.165 0.903 0.3034
H 3.119 -0.709 -0.760 0.3498
H 2.460 0.913 -0.461 0.3391
H -1.382 0.879 -2.092 -0.1540
H -1.314 0.389 -2.635 0.1555
```

Its SMILES is C=C[C@H](C#N)CC.[H][H]. For the gap between HOMO and LUMO, the calculation gives 11.21 eV. The LUMO energy is 0.97 eV. The HOMO energy is -10.24 eV.

---

*two*
ORCA calculation (ωB97M-V/def2-TZVPD) on the molecule C6H11N.

Geometry as XYZ:
```
18
Properties=species:S:1:pos:R:3:mulliken_charge:R:1
C -0.206 -1.094 2.828 -0.8382
C -0.018 -1.134 1.519 0.0587
C 0.780 -0.075 0.793 -0.6275
C 0.292 0.286 -0.573 0.6331
C 0.152 -0.813 -1.589 -1.4380
C -0.132 1.520 -0.805 -0.3663
N -0.568 2.096 -2.011 -0.5686
H -0.673 -1.861 3.426 0.2691
H 0.060 -0.197 3.381 0.2467
H -0.368 -1.994 0.954 0.2065
H 0.824 0.802 1.445 0.3388
H 1.809 -0.463 0.764 0.3080
H -0.726 -1.410 -1.330 0.2648
H 0.014 -0.460 -2.607 0.4348
H 1.007 -1.492 -1.603 0.2992
H -0.042 2.234 0.007 0.3047
H -0.790 1.413 -2.724 0.2206
H -1.416 2.643 -1.874 0.2536
```

Its SMILES is C=CC/C(C)=C/N. For the gap between HOMO and LUMO, the calculation gives 9.08 eV. The LUMO energy is 1.01 eV. The HOMO energy is -8.08 eV.

---

*three*
ORCA calculation (ωB97M-V/def2-TZVPD) on the molecule C6H11N.

Geometry as XYZ:
```
18
Properties=species:S:1:pos:R:3:mulliken_charge:R:1
C 2.074 0.197 0.153 -1.1714
C 0.843 -0.669 -0.215 -0.7341
C -0.544 -0.018 0.122 1.7628
C -1.642 -1.068 0.310 -1.7322
C -0.960 1.008 -0.945 -1.6193
C -0.235 0.735 1.348 0.0365
N 0.515 1.293 2.030 -0.6476
H 2.959 -0.427 0.269 0.3769
H 1.991 0.752 1.152 0.3878
H 2.258 0.941 -0.634 0.2837
H 0.897 -1.641 0.292 0.3747
H 0.812 -0.894 -1.295 0.3211
H -1.401 -1.761 1.122 0.4138
H -2.601 -0.591 0.539 0.4117
H -1.764 -1.647 -0.612 0.3590
H -1.858 1.550 -0.628 0.3802
H -0.165 1.740 -1.117 0.3937
H -1.180 0.498 -1.889 0.4027
```

Its SMILES is CCC(C)(C)C#N. For the gap between HOMO and LUMO, the calculation gives 11.68 eV. The LUMO energy is 0.80 eV. The HOMO energy is -10.88 eV.

---

*four*
ORCA calculation (ωB97M-V/def2-TZVPD) on the molecule C6H11N.

Geometry as XYZ:
```
18
Properties=species:S:1:pos:R:3:mulliken_charge:R:1
C -2.944 0.062 0.597 -0.8274
C -2.012 -0.248 -0.317 -0.0444
C -0.729 -1.004 0.057 -0.4964
C 0.550 -0.239 -0.276 0.6568
C 0.739 0.681 -1.448 -1.6717
C 1.475 -0.175 0.700 -0.2969
N 2.649 0.567 0.652 -0.5939
H -3.851 0.656 0.438 0.2802
H -2.898 -0.576 1.493 0.2235
H -2.133 0.242 -1.321 0.2630
H -0.877 -1.081 1.149 0.2176
H -0.703 -2.040 -0.320 0.3099
H 1.822 0.661 -1.686 0.4588
H 0.236 0.528 -2.418 0.3694
H 0.642 1.772 -1.193 0.3035
H 1.253 -0.800 1.563 0.3330
H 2.498 1.482 0.245 0.2423
H 2.961 0.783 1.592 0.2727
```

Its SMILES is C=CC/C(C)=C/N. For the gap between HOMO and LUMO, the calculation gives 8.98 eV. The LUMO energy is 0.99 eV. The HOMO energy is -8.00 eV.

---

Which structure is the most stable? The one labeled *three*.

---

*one*
ORCA calculation (ωB97M-V/def2-TZVPD) on a structure of composition C6H11N.

Geometry as XYZ:
```
18
Properties=species:S:1:pos:R:3:mulliken_charge:R:1
C 0.848 0.022 -0.824 -0.0622
C -0.290 0.116 0.135 1.1489
C -1.359 1.145 -0.090 -1.3411
C -0.614 -1.050 1.023 -1.4196
N 1.421 -1.158 -1.023 -0.7745
C 1.182 0.897 0.697 -0.9433
C 1.838 1.525 1.483 0.1895
H 0.825 0.814 -1.588 0.3679
H -1.105 -1.627 -1.851 0.0565
H 2.196 -1.092 -1.679 0.1770
H -0.341 -1.815 -1.755 -0.0509
H -1.721 1.520 0.869 0.3333
H -2.195 0.684 -0.621 0.3547
H -1.000 1.988 -0.679 0.3722
H 0.225 -1.740 1.076 0.3537
H -0.860 -0.690 2.021 0.3815
H -1.473 -1.586 0.613 0.3955
H 2.424 2.047 2.192 0.4611
```

For the gap between HOMO and LUMO, the calculation gives 8.79 eV. The LUMO energy is 0.35 eV. The HOMO energy is -8.44 eV.

---

*two*
ORCA calculation (ωB97M-V/def2-TZVPD) on the molecule C6H11N.

Geometry as XYZ:
```
18
Properties=species:S:1:pos:R:3:mulliken_charge:R:1
C -2.090 0.489 -0.686 -1.0049
C -1.355 -0.704 -0.057 -0.7550
C 0.120 -0.862 -0.498 -0.5906
C 0.998 -0.275 0.634 0.3055
C 2.379 0.237 0.229 -1.4542
C 0.273 0.925 1.090 0.3999
N -0.257 1.950 1.162 -0.5844
H -1.865 1.368 -0.071 0.2825
H -1.744 0.734 -1.697 0.2937
H -3.172 0.325 -0.714 0.3155
H -1.308 -0.468 1.021 0.3478
H -1.914 -1.639 -0.125 0.4761
H 0.391 -1.908 -0.698 0.3297
H 0.323 -0.306 -1.424 0.3027
H 1.070 -1.014 1.443 0.2354
H 2.997 -0.544 -0.214 0.3678
H 2.254 1.047 -0.496 0.3487
H 2.899 0.645 1.101 0.3835
```

Its SMILES is CCC[C@@H](C)C#N. For the gap between HOMO and LUMO, the calculation gives 11.95 eV. The LUMO energy is 0.97 eV. The HOMO energy is -10.98 eV.

---

Which structure is the most stable? The one labeled *two*.

---

*one*
ORCA calculation (ωB97M-V/def2-TZVPD) on the molecule C6H11N.

Geometry as XYZ:
```
18
Properties=species:S:1:pos:R:3:mulliken_charge:R:1
C -0.892 -2.049 -2.090 -0.7080
C -0.268 -0.877 -1.810 -0.3764
C 0.790 -0.542 -0.850 -0.3285
C 0.418 0.287 0.437 0.2819
C 1.581 1.004 1.072 -1.8310
C -0.732 0.389 1.029 0.2115
N -1.045 1.567 1.827 -0.5104
H -1.904 -2.150 -2.437 0.2645
H -0.406 -3.037 -1.985 0.2399
H -0.808 0.022 -2.149 0.2664
H 1.617 0.107 -1.423 0.2705
H 1.331 -1.506 -0.517 0.2737
H 2.543 0.635 0.635 0.3529
H 1.765 0.728 2.135 0.3927
H 1.509 2.098 1.042 0.3608
H -1.606 -0.370 1.106 0.3052
H -2.018 1.333 2.019 0.2710
H -0.090 1.908 2.054 0.2634
```

Its SMILES is C=CC/C(C)=C/N. For the gap between HOMO and LUMO, the calculation gives 8.75 eV. The LUMO energy is 1.02 eV. The HOMO energy is -7.73 eV.

---

*two*
ORCA calculation (ωB97M-V/def2-TZVPD) on the molecule C6H11N.

Geometry as XYZ:
```
18
Properties=species:S:1:pos:R:3:mulliken_charge:R:1
C 1.361 -1.183 -0.589 -1.3528
N -1.712 -1.098 0.571 -0.6720
C -1.037 -0.421 -0.562 0.1428
C 0.361 -0.186 -0.104 0.6428
C 0.748 0.958 0.651 -0.0323
C 1.930 1.180 1.245 -0.9663
C -1.522 0.823 -1.092 -0.9026
H 2.304 -1.025 -0.085 0.4006
H 1.455 -1.117 -1.671 0.2945
H 1.013 -2.193 -0.372 0.3459
H -1.737 -0.529 1.410 0.2381
H -2.685 -1.287 0.323 0.2756
H 0.090 1.804 0.526 0.1330
H 2.094 2.157 1.678 0.2822
H 2.837 0.649 1.005 0.2162
H -1.603 1.722 -0.502 0.3644
H -0.963 -1.236 -1.281 0.3580
H -1.489 0.981 -2.167 0.2321
```

For the gap between HOMO and LUMO, the calculation gives 6.10 eV. The LUMO energy is -0.79 eV. The HOMO energy is -6.89 eV.

---

Which structure is the most stable? The one labeled *one*.